Here is C2H6N2OS2 as an isolated structure in a non-equilibrium geometry from the OMol25 dataset. Energies are from wB97M-V/def2-TZVPD.

```
13
Properties=species:S:1:pos:R:3:forces:R:3
C 1.2508 -0.0073 1.9194 -0.2320 -1.6625 2.4933
C 0.0254 0.4005 -0.4008 -1.4049 2.2612 -1.7309
H 0.4452 0.5845 2.5937 1.3506 -1.4355 -2.2409
H 2.1473 0.1114 2.5891 -0.4862 -0.1973 -0.9566
H 1.0689 -1.2086 1.8379 0.1003 3.2427 0.5422
H -0.7806 2.3381 -0.0002 2.1313 -1.8040 -4.2481
H -2.1618 0.7847 -0.4055 0.5726 2.0874 -4.9260
H -1.8099 -2.6188 0.0594 0.8322 0.8551 -0.1728
N -0.4676 1.6757 -1.1307 -2.7713 0.9518 5.5968
N -0.8953 -0.4803 -0.4077 1.2163 -0.3165 0.8513
O -1.9124 1.4705 -1.4705 1.2089 -2.2855 4.5470
S 1.6991 0.6231 0.2824 -1.9100 -0.4368 -0.0311
S -0.5570 -2.0282 0.1392 -0.6078 -1.2600 0.2758
```
Forces are in eV/Å.

Gap between HOMO and LUMO ... 9.287 eV
HOMO ... -9.12 eV
Total charge ... 0
LUMO ... 0.00618 hartree
ΔE to the lowest compared entry with this formula, charge and spin ... 588.7 kJ/mol

=====

Here is C45H100F12N8O12S4 as an isolated structure in a non-equilibrium geometry from the OMol25 dataset. Energies are from wB97M-V/def2-TZVPD.

```
181
Properties=species:S:1:pos:R:3:forces:R:3
C -3.7517 3.1374 2.6243 -0.7408 -1.5880 0.2591
C -3.1495 4.4707 2.3050 -0.6162 -0.9791 1.4832
C -3.2174 4.8282 0.8708 0.4964 -0.0761 -1.2539
O -2.6659 6.1005 0.7279 0.3510 0.5890 0.2754
C -1.2721 6.0330 0.4812 0.7505 0.3524 -0.8382
N -3.9116 5.5214 3.0804 0.0644 0.7953 0.8068
H -3.7011 5.4836 4.0885 -0.0488 -0.1747 -0.3694
H -3.6047 6.4633 2.7715 -0.3835 -0.3690 -0.2411
H -4.9327 5.4145 3.0108 0.2754 0.1843 -0.2945
H -3.8841 2.8616 3.6777 0.0253 0.7571 0.1146
H -3.1622 2.2764 2.3028 0.3091 0.4225 -0.5502
H -4.7383 3.0238 2.1605 0.0387 0.1043 -0.0098
H -2.1504 4.5138 2.7311 0.3094 0.1434 -0.4397
H -4.2018 4.8378 0.3970 -0.3769 0.0037 0.5822
H -2.6691 4.0797 0.2883 0.1647 -0.0835 0.1468
H -0.8239 7.0198 0.5729 -0.3298 0.1529 -0.0406
H -1.1344 5.6877 -0.5495 0.1279 0.0590 0.0975
H -0.6735 5.3759 1.1226 -0.5861 -0.1558 0.2837
C 4.2191 -0.6294 3.8227 0.7345 0.3062 0.5469
C 2.9223 -0.1819 3.2069 -0.5944 -0.4156 -0.2302
C 2.5790 1.2648 3.3145 -0.2649 0.9803 -0.3426
O 3.5451 2.0388 2.6499 0.3775 -0.0037 0.1002
C 3.2599 3.4228 2.6518 -0.6366 -0.1210 0.3207
N 2.9090 -0.6082 1.7667 -1.4886 0.1650 -0.4777
H 3.4711 0.0132 1.1729 0.2600 -0.4360 0.2605
H 3.1629 -1.6306 1.7001 0.5510 0.0707 -0.2716
H 1.9356 -0.5549 1.3723 0.7459 0.1815 0.3892
H 4.4445 -0.1143 4.7612 -0.4292 -0.0221 0.0474
H 5.0844 -0.3677 3.2090 -0.1713 -0.2015 -0.2627
H 4.2148 -1.6956 4.0308 0.1349 0.0106 -0.1853
H 2.0537 -0.6965 3.6212 0.2901 -0.0712 0.2663
H 2.4848 1.5333 4.3807 0.2382 -0.0070 -0.0511
H 1.6068 1.4854 2.8554 -0.1551 -0.2662 0.0862
H 2.4338 3.6758 1.9727 0.1894 -0.1277 -0.1627
H 4.1647 3.9464 2.3704 0.0278 0.1249 0.0174
H 2.8993 3.7384 3.6473 0.4244 0.0201 -0.0631
C -1.1671 -5.8315 -2.5180 -0.1830 -0.4161 0.2703
C 0.3219 -6.0362 -2.7097 0.5720 0.0359 -1.1197
C 0.6233 -7.5054 -2.9653 0.6858 -0.2270 0.3762
N 2.0174 -7.8105 -3.5272 -0.3906 0.5049 0.8286
C 2.0969 -9.3112 -3.5755 -0.1978 -0.4365 -1.0166
C 3.2214 -9.8289 -4.4596 0.6691 -0.7787 1.1406
C 3.3214 -9.1812 -5.8218 0.2564 -0.3931 0.4363
C 3.3861 -7.6867 -5.6140 -0.6666 0.0106 -0.2607
C 2.1498 -7.1908 -4.8800 -0.0108 -0.2204 -0.5500
C 3.0507 -7.3057 -2.5668 -0.1659 0.0817 0.0509
H -1.4694 -4.8225 -2.2508 0.3249 0.0990 0.1326
H -1.4935 -6.5076 -1.7240 -0.3160 0.1220 -0.0636
H -1.7018 -6.0737 -3.4385 -0.0137 -0.1770 0.0664
H 0.9509 -5.6829 -1.9080 -0.1651 0.2165 0.5833
H 0.6532 -5.4828 -3.5942 -0.1191 0.1413 0.0520
H -0.0672 -7.9671 -3.6681 -0.1198 0.0901 0.0096
H 0.6311 -8.0812 -2.0375 -0.4170 0.0777 0.0345
H 1.1420 -9.6677 -3.9718 0.0151 0.1571 -0.0473
H 2.1645 -9.6747 -2.5543 0.1177 0.0818 0.0747
H 3.1261 -10.9192 -4.4940 -0.3162 0.1153 -0.2714
H 4.1738 -9.7406 -3.9169 -0.0564 0.3718 -0.1548
H 2.4817 -9.4906 -6.4449 -0.0352 0.1820 -0.1471
H 4.2432 -9.5313 -6.2795 -0.0516 -0.0456 -0.2511
H 3.4294 -7.1831 -6.5786 0.1642 0.2262 0.0961
H 4.2566 -7.4300 -5.0124 0.2248 0.1104 -0.2762
H 1.2120 -7.4500 -5.3781 0.1969 -0.1168 -0.3120
H 2.1757 -6.1066 -4.8277 0.0207 0.0296 0.5282
H 2.9093 -6.2422 -2.4275 0.1234 0.1799 0.0396
H 4.0538 -7.5016 -2.9218 0.0179 -0.0913 -0.1479
H 2.9034 -7.8243 -1.6245 -0.0004 0.0613 0.1132
C 3.1649 0.7598 -5.3655 -0.0367 0.8978 0.4761
C 1.6501 0.6785 -5.1847 0.4750 -1.0570 0.3325
C 0.9622 1.5118 -6.2281 -0.3067 -0.6712 -0.0730
N -0.5323 1.2620 -6.3296 0.4350 -0.4700 -0.1343
C -1.0808 2.0876 -7.4351 -0.0767 0.7495 -0.2356
C -1.1110 3.5384 -7.0532 -0.3247 1.4229 0.3587
C -1.8584 3.8258 -5.7468 0.3841 0.2983 0.1619
C -1.1645 3.0192 -4.6601 -0.2316 -0.4748 0.8752
C -1.2152 1.5517 -5.0288 0.5057 -0.6166 0.0852
C -0.7390 -0.1837 -6.6765 -1.5045 1.1575 0.1326
H 3.4304 1.8166 -5.4562 0.4110 -0.1207 0.0153
H 3.5406 0.2273 -6.2345 -0.2210 -0.0144 -0.1797
H 3.6615 0.3444 -4.4919 0.0707 0.0641 0.0313
H 1.3225 0.9865 -4.1919 0.3461 0.1564 0.1349
H 1.4637 -0.3990 -5.2192 -0.5965 0.1511 -0.2802
H 1.3339 1.2638 -7.2196 0.1868 0.2626 -0.0855
H 1.1167 2.5532 -5.9854 0.0526 0.1990 -0.2892
H -0.4475 1.9456 -8.3081 -0.0835 -0.2198 -0.0880
H -2.1008 1.7773 -7.6593 0.0499 -0.3316 0.0508
H -0.1284 3.9873 -6.8911 0.2055 -0.3321 -0.3340
H -1.5515 4.1465 -7.8437 -0.0343 -0.3062 -0.2324
H -1.7808 4.8982 -5.5641 0.0150 -0.0071 0.1263
H -2.9299 3.6169 -5.7902 0.0326 -0.2965 -0.1149
H -0.1459 3.3457 -4.4326 0.0996 0.0228 -0.5472
H -1.5917 3.0651 -3.6544 -0.4345 0.2226 -0.2395
H -0.7094 0.8809 -4.3364 -0.1330 0.2940 0.4252
H -2.2345 1.1688 -5.1144 -0.1015 0.2495 -0.1744
H -0.2278 -0.3611 -7.6117 0.3810 -0.5579 0.1406
H -1.8156 -0.2433 -6.8516 0.0741 -0.2921 -0.1932
H -0.5452 -0.7754 -5.7962 0.6072 -0.4061 -0.2182
C -1.2314 2.5183 5.6142 1.0332 0.1441 -0.5593
C -0.0503 3.3386 6.1724 -0.7794 0.7367 -0.2131
C 0.1118 3.1766 7.6659 -0.4051 -0.6112 -0.5563
N 1.2723 3.8824 8.2558 0.4242 0.2567 1.5372
C 2.5970 3.5339 7.6661 0.8591 -0.8935 -0.1107
C 3.1254 2.1387 8.0062 -0.5901 0.7254 -0.1215
C 3.0848 1.8498 9.5142 0.0857 -1.1811 -1.5817
C 1.7426 2.1694 10.1178 -0.2492 0.3272 0.6967
C 1.2964 3.5743 9.7543 0.5399 -0.2882 -0.0612
C 1.1550 5.3545 8.1498 -0.3401 0.4810 -0.4515
H -1.2293 1.5062 6.0128 -0.1256 -0.1060 -0.1512
H -1.0184 2.5064 4.5402 -0.3916 -0.4775 -0.0132
H -2.2157 2.9647 5.7388 0.0566 0.1143 0.4106
H -0.2713 4.3796 5.9092 0.1603 0.0774 0.2474
H 0.8633 3.1221 5.6254 0.0282 -0.4391 0.0170
H 0.1929 2.1170 7.9078 0.2991 -0.0138 0.0023
H -0.8042 3.4965 8.1632 0.1684 0.3290 0.1955
H 2.5206 3.6768 6.5946 0.0967 0.1590 -0.1033
H 3.3603 4.2042 8.0595 -0.4246 0.5151 0.0526
H 2.5714 1.3853 7.4408 0.0537 -0.1284 0.0786
H 4.1556 2.1528 7.6527 0.0129 -0.2720 -0.0817
H 3.2413 0.7693 9.5037 0.2188 0.0539 0.8029
H 3.9190 2.3323 10.0163 -0.0658 0.1073 0.1706
H 0.9587 1.4266 9.9686 0.1574 -0.1121 -0.3600
H 1.8901 2.1915 11.2011 -0.2585 0.0305 0.0308
H 0.2994 3.8095 10.1137 0.0739 0.2044 0.2310
H 2.0708 4.2295 10.1520 -0.3461 0.3523 0.1177
H 1.9154 5.8482 8.7457 0.1509 -0.2022 0.0481
H 0.1862 5.6928 8.5095 -0.1199 -0.1206 -0.1156
H 1.3153 5.6141 7.1074 -0.1849 0.2199 -0.0265
C -4.4495 4.5228 -3.2902 -1.4709 0.7053 0.3921
O -4.7827 3.4867 -2.3504 -0.6000 -0.2234 -0.5185
C -4.0071 2.3232 -2.5067 0.9670 0.2974 0.1003
C -4.4584 1.2088 -1.5897 0.9187 0.9768 -0.0516
N -5.8354 0.7959 -1.9692 0.0891 0.3211 0.1344
H -6.4023 1.6599 -2.0090 -0.1655 -0.4872 0.1275
H -5.8417 0.4153 -2.9252 0.1979 0.3052 0.1535
C -6.4150 -0.2762 -1.1144 0.1056 -1.0136 -0.4169
C -7.5966 -0.9255 -1.8090 -0.9738 -0.2640 1.5457
O -8.6874 -0.0541 -1.8035 0.1103 0.6724 -1.3345
C -9.4709 -0.0580 -0.6436 -0.2405 -0.3815 1.0690
H -3.4031 4.8382 -3.3058 0.0635 -0.4716 0.0900
H -5.0517 5.3718 -2.9489 0.3226 0.0068 0.0272
H -4.8595 4.3337 -4.2902 0.4732 -0.4372 0.0528
H -3.0276 2.6652 -2.1592 0.4463 -0.9268 -0.4125
H -3.9837 1.9278 -3.5350 0.0670 0.4657 -0.1047
H -4.3410 1.6309 -0.5896 -0.9299 -0.4233 0.2461
H -3.7677 0.3675 -1.6239 -0.1088 -0.1321 -0.2057
H -6.6716 0.1187 -0.1403 -0.0843 0.1854 0.0612
H -5.6633 -1.0613 -0.9908 0.2781 0.3604 0.0384
H -7.8548 -1.8053 -1.2010 0.2153 -0.1286 -0.2451
H -7.4073 -1.2812 -2.8210 0.1971 0.2112 -0.1397
H -10.2294 -0.8460 -0.6339 0.1286 -0.0997 -0.2651
H -9.9922 0.8885 -0.5492 0.1001 0.1505 -0.1299
H -8.8424 -0.2146 0.2463 -0.1484 0.1604 -0.0019
C 0.7820 2.6675 -0.5254 -0.5227 -0.4615 -1.3548
F 0.5026 2.4681 -1.8609 0.5306 0.5411 1.5036
F 2.0266 2.2632 -0.2839 -0.5641 0.3531 -0.0141
F 0.6493 3.9698 -0.2583 0.2787 -0.5558 -0.0998
S -0.4626 1.6614 0.4549 0.4110 -0.8162 1.2726
O -0.4246 2.1707 1.8070 0.6026 0.1003 -0.3214
O -1.7500 1.8139 -0.1784 0.2542 0.0939 -0.5056
N 0.1935 0.1745 0.3949 -1.2707 1.5174 -0.3571
S -0.5201 -0.6675 -0.7880 0.2282 -1.0524 -1.2821
O -1.7922 -1.2276 -0.4491 -0.2146 -0.1086 0.4613
O -0.4439 -0.0352 -2.0838 0.0088 0.2508 -0.1496
C 0.7329 -2.0415 -0.9310 -1.2473 0.4329 0.1643
F 0.3464 -2.9373 -1.8275 -0.3327 -0.0826 0.0445
F 1.8413 -1.5015 -1.3363 1.2371 0.5002 -0.3038
F 0.8753 -2.5867 0.2492 0.2121 -0.4946 0.5811
C 2.5225 -4.0314 3.7505 1.0708 -0.8765 -1.5197
F 1.6927 -4.8468 4.3016 -1.5894 -0.8957 0.6358
F 2.0275 -2.8178 3.6678 -1.2251 1.3972 -0.0671
F 3.5860 -3.9678 4.4968 1.4426 0.1466 0.7666
S 2.9555 -4.6724 2.0592 0.2927 0.7143 0.6080
O 3.7921 -5.7876 2.3168 0.5907 -0.3974 0.1252
O 1.7465 -4.9371 1.3440 -0.4433 0.5996 0.0316
N 3.8091 -3.3114 1.5597 -0.9002 -1.5209 -0.0283
S 4.4999 -3.7627 0.1808 -0.2997 0.9518 -0.9423
O 5.5922 -4.6534 0.3098 0.6523 -0.2449 0.1173
O 3.5157 -4.0505 -0.8390 0.0066 -0.0175 -0.1854
C 5.2250 -2.1343 -0.3850 -0.5588 -1.2310 1.4160
F 6.0424 -2.3760 -1.3318 1.7788 -0.7131 -1.9728
F 4.3145 -1.3136 -0.8472 -1.5246 1.1474 -0.3173
F 5.8597 -1.5208 0.5884 0.5244 0.6127 1.2069
```
Forces are in eV/Å.

Gap between HOMO and LUMO ... 7.662 eV
HOMO ... -15.33 eV
Total charge ... +4
LUMO ... -0.28165 hartree

=====

Here is one molecule with the formula C2H3NS3 in a non-equilibrium geometry from the OMol25 dataset. Energies are from wB97M-V/def2-TZVPD.

```
9
Properties=species:S:1:pos:R:3:forces:R:3
C -0.9539 0.0496 -0.0895 1.9200 -1.8581 -1.6275
C -0.1431 -0.9659 -0.6874 -1.5582 0.1669 1.6822
S 1.4594 -1.4999 -0.2818 0.5684 -0.1037 -0.3008
S 2.6611 0.1205 -0.2977 -2.2025 0.9431 0.7889
S 1.0422 1.0967 1.3028 0.1778 -0.3416 0.2808
N -0.6111 1.0589 0.7547 4.4504 -1.9192 0.1009
H -1.9522 0.0839 -0.3993 -1.4343 -0.1034 -0.4340
H -0.5715 -1.9179 -1.1350 -0.3389 1.8461 0.3230
H -0.9309 1.9741 0.8334 -1.5826 1.3698 -0.8135
```
Forces are in eV/Å.

Gap between HOMO and LUMO (alpha / beta) ... 6.873 / 6.874 eV
HOMO (alpha / beta) ... -8.04 / -8.04 eV
Total charge ... 0
LUMO (alpha / beta) ... -0.04302 / -0.04300 hartree
ΔE to the lowest compared entry with this formula, charge and spin ... 198.5 kJ/mol

=====

Number 1: M 138.2 g/mol. Number 2: M 1301.6 g/mol. Number 3: M 137.3 g/mol.